(1)
DFT (the ωB97M-V functional and the def2-TZVPD basis) results for a structure of composition C56H43N10PW at a distorted geometry.

Output
2S+1   1
HOMO energy (alpha / beta)   -17.40 / -17.40 eV
E   -3114.34479 hartree
Total charge   +4

Last column: Löwdin charge in e.
Atoms and positions in Å:
W 0.035 -0.107 -0.148  1.8997
C 7.684 0.180 0.263  -0.0267
C 6.635 0.599 1.071  -0.0308
C 5.328 0.308 0.716  -0.0315
C 5.064 -0.407 -0.452  -0.2151
C 6.112 -0.814 -1.266  -0.0218
C 7.423 -0.529 -0.901  -0.0255
C 3.610 -0.640 -0.810  -0.1564
C 3.009 0.657 -1.212  -0.1222
C 3.714 1.643 -2.012  0.0841
C 2.837 2.598 -2.340  0.0775
C 1.538 2.256 -1.700  -0.2717
C 0.755 3.392 -0.895  -0.1467
C 1.440 4.747 -0.998  -0.2110
C 2.741 4.873 -0.507  -0.0572
C 3.394 6.093 -0.551  -0.0312
C 2.760 7.206 -1.091  -0.0306
C 1.465 7.093 -1.565  -0.0303
C 0.805 5.869 -1.516  -0.0175
C 0.479 3.058 0.531  -0.2078
N 0.054 1.809 0.989  0.0064
C -0.219 2.005 2.355  -0.2012
C -2.419 1.215 2.936  -0.0389
C -3.258 2.004 3.779  -0.1639
C -4.234 2.865 3.234  0.0096
C -5.018 3.639 4.059  -0.0220
C -4.872 3.555 5.443  0.0091
C -3.940 2.679 5.997  -0.0214
C -3.122 1.929 5.183  0.0092
C -1.779 0.171 0.923  -0.1723
C -2.754 0.830 1.642  0.0189
C -0.963 1.011 3.288  -0.0849
C -0.380 -0.256 2.809  -0.1396
N -0.811 -0.543 1.567  -0.0605
C 0.795 -0.847 3.266  -0.0268
C 1.704 -1.279 2.262  -0.1136
C 2.886 -2.098 2.464  0.0658
C 3.541 -2.187 1.302  0.0831
C 2.775 -1.450 0.262  -0.2970
N 1.641 -0.854 0.972  0.0329
C 1.056 -0.993 4.697  -0.1863
C -0.004 -1.398 5.522  -0.0202
C 0.211 -1.656 6.863  -0.0342
C 1.479 -1.496 7.408  -0.0176
C 2.526 -1.049 6.610  -0.0320
C 2.322 -0.797 5.266  -0.0285
C 0.081 3.282 2.726  0.0341
C 0.526 3.956 1.567  0.0351
N 1.761 0.996 -1.009  0.0618
H 8.705 0.407 0.540  0.1283
H 6.839 1.154 1.977  0.1231
H 4.509 0.635 1.353  0.1270
H 5.932 -1.353 -2.190  0.1144
H 8.239 -0.863 -1.527  0.1275
H 4.759 1.589 -2.277  0.1496
H 3.024 3.487 -2.923  0.1556
H 3.233 4.017 -0.057  0.1267
H 4.398 6.181 -0.157  0.1230
H 3.276 8.156 -1.131  0.1270
H 0.956 7.953 -1.979  0.1256
H -0.224 5.838 -1.855  0.1160
H -4.321 2.966 2.160  0.1163
H -5.740 4.322 3.632  0.1278
H -5.477 4.175 6.090  0.1334
H -3.862 2.590 7.072  0.1288
H -2.432 1.217 5.622  0.1196
H -3.690 1.130 1.188  0.1306
H -0.725 1.248 4.320  0.1589
H 3.152 -2.567 3.396  0.1414
H 4.450 -2.732 1.093  0.1595
H -0.986 -1.565 5.091  0.1232
H -0.608 -2.000 7.481  0.1246
H 1.651 -1.712 8.454  0.1287
H 3.506 -0.894 7.041  0.1252
H 3.133 -0.400 4.668  0.1209
H -0.033 3.710 3.710  0.1377
H 0.818 4.991 1.504  0.1342
C 2.891 -1.099 -4.366  0.0218
N 2.395 -1.342 -3.017  -0.0367
C 3.246 -1.759 -1.884  -0.0431
C 2.235 -2.315 -0.886  -0.1128
N 0.985 -1.692 -1.336  -0.0568
C 1.148 -1.276 -2.578  -0.3982
P -0.407 -0.583 -3.428  1.2359
C -1.525 -1.563 -2.380  -0.4531
N -1.466 -1.504 -1.043  -0.0944
C -2.407 -2.368 -0.563  -0.0517
C -3.036 -2.951 -1.626  0.0192
N -2.475 -2.435 -2.756  -0.0798
C -2.840 -2.810 -4.120  0.0297
C -0.443 0.815 -2.150  -0.5212
N -1.714 1.300 -1.777  0.0504
C -1.717 2.563 -1.610  -0.0262
C -0.405 3.202 -1.950  -0.0811
N 0.346 2.078 -2.603  -0.1098
C 0.531 2.217 -4.065  0.0278
H 3.515 -1.932 -4.689  0.1171
H 3.487 -0.186 -4.404  0.0998
H 2.053 -1.022 -5.057  0.0915
H 4.078 -2.382 -2.194  0.1715
H 2.112 -3.385 -0.720  0.1805
H -2.578 -2.523 0.489  0.1284
H -3.824 -3.686 -1.648  0.1558
H -3.918 -2.745 -4.248  0.1178
H -2.529 -3.834 -4.319  0.1171
H -2.362 -2.144 -4.833  0.0788
H -2.585 3.103 -1.257  0.1467
H -0.510 4.071 -2.594  0.1509
H 0.961 3.192 -4.290  0.1274
H -0.444 2.148 -4.547  0.1234
H 1.186 1.437 -4.451  0.0863

=====

(2)
DFT (the ωB97M-V functional and the def2-TZVPD basis) results for a structure of composition C56H44ClN3O5P2S3Ti at a distorted geometry.

Output
2S+1   2
HOMO energy (alpha / beta)   -10.03 / -10.03 eV
⟨S²⟩   0.756
E   -5887.45307 hartree
Total charge   +1

Last column: Löwdin charge in e.
Atoms and positions in Å:
Ti 0.429 0.951 1.600  0.6941
C 6.117 1.588 1.316  -0.3979
S 4.869 2.864 1.029  0.8390
C 3.426 1.884 1.389  -1.0467
S 2.349 1.500 0.096  0.6861
N 3.313 1.480 2.613  -0.0041
N 2.143 0.725 2.766  -0.1334
C 2.110 -0.017 3.793  -0.0438
C 0.864 -0.773 3.998  -0.2523
C 0.668 -1.613 5.071  0.0065
C -0.557 -2.249 5.203  -0.0216
C -1.537 -2.006 4.257  -0.0135
C -1.258 -1.151 3.204  -0.0819
N -0.067 -0.564 3.053  0.0162
H 7.086 2.071 1.198  0.0359
H 6.028 0.792 0.579  0.0303
H 6.031 1.199 2.328  0.0289
H 2.946 -0.055 4.484  0.1541
H 1.466 -1.756 5.788  0.1294
H -0.747 -2.909 6.039  0.1201
H -2.517 -2.456 4.330  0.1171
H -1.998 -0.913 2.456  0.1066
O -1.243 0.202 0.598  -0.6578
S -1.111 -0.784 -0.570  1.0123
C -1.829 -2.260 0.011  -0.3610
C -3.184 -2.442 0.160  -0.0466
C -3.724 -3.714 0.437  0.0086
C -2.871 -4.787 0.482  -0.1295
C -3.128 -6.269 0.651  -0.0860
C -1.740 -6.944 0.445  -0.0853
C -0.767 -5.791 0.329  -0.1422
C 0.587 -5.730 0.184  0.0115
C 1.212 -4.456 0.137  -0.0609
C 0.533 -3.257 0.163  -0.2617
P 1.458 -1.647 0.368  1.0552
C 2.813 -2.201 1.474  -0.3735
C 2.555 -3.054 2.548  -0.1137
C 3.541 -3.330 3.487  -0.0757
C 4.794 -2.744 3.378  -0.0693
C 5.053 -1.873 2.327  -0.0636
C 4.069 -1.599 1.390  -0.1061
C 2.269 -1.524 -1.285  -0.3681
C 3.352 -2.342 -1.610  -0.0939
C 3.954 -2.273 -2.859  -0.0647
C 3.479 -1.384 -3.812  -0.0693
C 2.405 -0.562 -3.501  -0.0654
C 1.813 -0.629 -2.249  -0.1511
C -0.897 -3.326 0.176  -0.1471
C -1.487 -4.582 0.339  -0.0900
C -2.169 -0.287 -1.914  -0.2729
C -2.576 -1.364 -2.675  -0.0714
C -3.295 -1.238 -3.875  -0.0031
C -3.607 0.017 -4.290  -0.1469
C -4.386 0.466 -5.501  -0.0914
C -4.371 2.012 -5.427  -0.0910
C -3.582 2.322 -4.179  -0.1485
C -3.235 3.516 -3.631  0.0099
C -2.424 3.495 -2.486  -0.0774
C -1.953 2.359 -1.851  -0.2536
P -0.779 2.804 -0.467  1.1090
C -1.893 3.993 0.390  -0.3723
C -3.064 3.457 0.929  -0.1124
C -3.988 4.266 1.564  -0.0677
C -3.753 5.633 1.676  -0.0736
C -2.596 6.174 1.143  -0.0674
C -1.671 5.359 0.499  -0.0857
C 0.452 3.845 -1.326  -0.3962
C 1.257 4.695 -0.564  -0.1369
C 2.316 5.375 -1.142  -0.0672
C 2.611 5.197 -2.488  -0.0724
C 1.835 4.337 -3.248  -0.0725
C 0.762 3.666 -2.672  -0.0934
C -2.371 1.078 -2.368  -0.0878
C -3.157 1.133 -3.550  -0.0737
H -3.851 -1.602 0.010  0.1321
H -4.794 -3.828 0.554  0.1219
H -3.873 -6.630 -0.057  0.1226
H -3.521 -6.470 1.649  0.1241
H -1.724 -7.542 -0.467  0.1243
H -1.483 -7.613 1.265  0.1211
H 1.199 -6.622 0.137  0.1215
H 2.294 -4.441 0.127  0.1039
H 1.579 -3.513 2.658  0.1097
H 3.329 -4.007 4.306  0.1089
H 5.565 -2.964 4.104  0.1089
H 6.024 -1.403 2.238  0.1050
H 4.276 -0.905 0.583  0.0916
H 3.747 -3.042 -0.886  0.0979
H 4.799 -2.911 -3.081  0.1087
H 3.948 -1.324 -4.785  0.1082
H 2.032 0.149 -4.227  0.1081
H 1.010 0.066 -2.030  0.0610
H -2.347 -2.366 -2.342  0.1119
H -3.592 -2.123 -4.422  0.1235
H -5.400 0.066 -5.478  0.1239
H -3.922 0.095 -6.416  0.1242
H -5.376 2.429 -5.371  0.1236
H -3.894 2.455 -6.302  0.1237
H -3.546 4.461 -4.057  0.1252
H -2.130 4.456 -2.083  0.1106
H -3.251 2.391 0.854  0.1057
H -4.889 3.833 1.979  0.1070
H -4.473 6.269 2.174  0.1062
H -2.406 7.237 1.222  0.1086
H -0.778 5.808 0.081  0.0942
H 1.071 4.812 0.497  0.0995
H 2.925 6.032 -0.534  0.1113
H 3.444 5.722 -2.937  0.1067
H 2.062 4.185 -4.296  0.1048
H 0.173 2.996 -3.286  0.1005
O 0.240 2.360 4.506  -0.2536
Cl -0.351 2.888 3.318  0.7613
O -0.939 4.152 3.517  -0.2150
O -1.289 1.890 2.729  -0.3826
O 0.683 2.954 2.214  -0.4592